# 1
Entry from the Open Molecules 2025 dataset: 3 unconnected molecules or ions with the total composition C7H12 (ωB97M-V with the def2-TZVPD basis set).

Summary:
- charge = 0
- LUMO energy (eV) = 0.53
- HOMO (eV) = -8.0

Cartesian coordinates (Å):
C  2.02504  0.75364  0.63595
C  0.91577  1.17035  -0.30128
C  0.03541  0.22636  -1.34233
C  -0.70991  -0.96355  -1.23775
C  -0.91726  -1.40671  0.19352
C  -0.89075  -0.05332  0.94052
C  -0.50321  0.97347  -0.15285
H  2.95454  0.61317  0.07500
H  2.19882  1.54465  1.37559
H  1.80748  -0.17383  1.17001
H  1.23085  1.96081  -0.98284
H  0.05505  0.71191  -2.31239
H  -2.15475  0.08839  -1.20218
H  -0.85916  -1.63811  -2.07689
H  -1.87045  -1.92433  0.32801
H  -0.12739  -2.10529  0.50977
H  -0.19414  -0.05383  1.78374
H  -1.87337  0.20110  1.34404
H  -1.87623  0.93709  -0.77850

# 2
Entry from the Open Molecules 2025 dataset: a molecular structure, C4H5InO5 at a distorted geometry (ωB97M-V with the def2-TZVPD basis set).

Summary:
- charge = +3
- 2S+1 = 2
- LUMO energy (spin up / spin down) (eV) = -17.38 / -17.73
- HOMO (spin up / spin down) (eV) = -23.1 / -23.1

Cartesian coordinates (Å):
O  -0.63479  1.55315  -0.60279
O  -0.70046  -0.55741  0.00126
C  -0.31595  0.58970  0.12652
O  0.62616  0.95170  1.09071
C  1.21919  0.06931  1.80529
C  2.20197  0.48057  2.76516
H  0.86483  -0.96809  1.73422
H  3.09010  -0.15708  2.58560
H  1.84487  0.13972  3.75590
H  2.43596  1.54650  2.73530
O  -2.84021  -0.54758  -4.79050
C  -2.25200  -0.48174  -3.72335
O  -2.20006  -1.39788  -2.83503
In  -1.67413  -1.66950  -1.14562
H  -1.66548  0.44864  -3.50268

For reference, ΔE to the lowest compared entry with this formula, charge and spin by record: 583.3, 0.0 kJ/mol.
For reference, total energy by record: -273.68639, -720.25488 hartree.